The following is a quantum chemistry calculation of a gas-phase ion, C8H11N4 (charge +1) at a distorted geometry, from the Open Molecules 2025 dataset.

Last column: Löwdin charge in e.
Positions of all 23 atoms, in Å:
C -0.381040 -3.306273 -0.168673  0.05
C -0.229638 -1.896084 0.371644  -0.23
N 0.133729 -1.566606 1.621059  0.17
C 0.388337 -0.258169 1.645660  0.03
C 0.092589 0.186153 0.394134  -0.15
C 0.173247 1.640748 -0.241632  -0.48
C -1.111265 2.458737 -0.054025  0.01
N 0.550927 1.554960 -1.617850  0.13
C 1.664019 2.187179 -1.689576  -0.07
C 2.035297 2.727278 -0.409607  -0.10
N 1.201512 2.423875 0.498650  0.14
N -0.305783 -0.787178 -0.344679  0.21
H -1.029291 -3.324063 -0.971762  0.06
H 0.510000 -3.816164 -0.218695  0.07
H -1.027248 -4.029018 0.420919  0.13
H 0.005287 -2.313423 2.258154  0.18
H 0.773551 0.169353 2.561176  0.15
H -1.331980 3.075107 -0.844511  0.06
H -1.141784 3.087300 0.913817  0.13
H -1.874739 1.732515 -0.142261  0.07
H 2.026371 2.235985 -2.684539  0.11
H 2.883450 3.284112 -0.024376  0.12
H -0.522635 -0.810988 -1.331050  0.20

Atomic forces in eV per Å
-2.553 0.510 3.117
-0.731 -2.844 0.044
-0.884 -2.137 -2.921
0.353 1.636 1.165
1.556 7.005 1.139
0.078 0.140 2.514
0.208 -0.605 2.589
0.169 -0.516 0.444
-1.401 -0.686 -1.352
1.294 0.899 1.891
-0.679 -1.466 -0.590
-0.698 -3.966 -1.678
-0.446 0.287 -2.607
2.210 -0.833 -0.855
0.735 1.234 0.508
0.572 -0.111 1.516
-0.200 0.536 -0.445
0.175 1.752 -2.018
0.050 -1.501 -1.478
-1.408 -0.566 0.598
1.219 0.544 -0.467
0.274 0.172 -0.993
0.106 0.516 -0.120

Results
Charge ... +1
Highest occupied orbital energy ... -13.70 eV
E_LUMO ... -3.157 eV
Energy above the lowest of the compared OMol25 structures with the same formula, charge and spin ... 103.25 kJ/mol
Orbital gap ... 0.387 Eh
SMILES ... Cc1[nH]cc(C2(C)N=CC=N2)[nH+]1

The following is a quantum chemistry calculation of a gas-phase ion, C8H11N4O (charge +1) at a distorted geometry, from the Open Molecules 2025 dataset.

Last column: Löwdin charge in e.
Positions of all 24 atoms, in Å:
C -3.163640 -0.816235 -0.659498  -0.01
C -1.769652 -0.578796 -0.480368  -0.23
C -0.942808 -1.622536 -0.206062  0.06
C 0.438178 -1.509916 0.016798  -0.16
C 1.471123 -2.564071 0.086985  0.04
N 0.916985 -0.264072 0.011036  0.15
C 2.229833 0.224069 0.366191  -0.39
O 3.228160 -0.402094 0.568010  0.15
N 2.055353 1.581330 0.221984  0.15
N 0.792848 2.028313 -0.190395  -0.04
C 0.181897 3.197731 0.522074  -0.01
C 0.048404 0.715143 -0.282277  -0.22
N -1.185605 0.705701 -0.592940  0.25
H -3.551094 -1.728506 -0.299991  0.09
H -3.478661 -0.872467 -1.711144  0.13
H -3.829312 -0.076602 -0.286330  0.10
H -1.492788 -2.557362 -0.161048  0.14
H 1.129280 -3.550809 -0.135338  0.09
H 1.882195 -2.584473 1.227533  0.18
H 2.178786 -2.136644 -0.563057  0.08
H 2.715042 2.198874 0.553613  0.15
H 0.876894 4.056929 0.422087  0.10
H -0.023857 2.989634 1.587627  0.10
H -0.707560 3.566858 -0.015490  0.10

Atomic forces in eV per Å
-2.192 0.465 -1.618
2.485 2.962 -0.101
0.910 -1.792 0.617
-1.374 -1.404 -0.486
-0.395 0.231 3.855
-0.773 -0.056 0.083
0.482 1.838 -0.762
-0.572 0.073 0.292
-1.190 -1.993 0.059
-1.740 -3.019 -0.220
0.483 0.259 -0.234
1.981 5.726 0.318
-2.200 -2.371 0.315
0.204 -1.283 0.823
0.568 0.251 -0.193
-0.157 1.084 0.548
0.863 -0.353 0.057
-0.267 -0.409 -0.403
-0.614 0.084 -2.793
1.648 -0.529 -0.661
1.663 1.679 0.579
-0.099 -0.710 0.211
0.035 0.054 -0.508
0.250 -0.789 0.222

Results
Charge ... +1
Highest occupied orbital energy ... -12.99 eV
E_LUMO ... -4.804 eV
Energy above the lowest of the compared OMol25 structures with the same formula, charge and spin ... 40.59 kJ/mol
Orbital gap ... 0.301 Eh
SMILES ... Cc1cc(C)n2c(=O)[nH][n+](C)c2n1

The following is a quantum chemistry calculation of 2 unconnected molecules or ions with the total composition C8H11N4O3 at a distorted geometry, from the Open Molecules 2025 dataset.

Last column: Löwdin charge in e.
Positions of all 26 atoms, in Å:
C -3.615431 2.217068 0.302379  -0.25
C -0.906682 -1.816583 -0.296147  -0.37
C 1.361137 0.800147 0.735412  -0.17
C 1.237347 0.949212 -0.732277  -0.26
C 0.266183 -0.309802 1.088201  -0.10
C 0.908817 -0.385721 -1.303929  -0.14
C -3.847166 0.790846 0.214260  -0.39
C 0.025700 -0.938500 -0.226489  -0.24
N -4.705019 0.008218 0.883901  0.01
N -4.610254 -1.155254 0.404493  -0.11
N -3.274073 0.054279 -0.771643  0.05
N -3.767275 -1.173725 -0.626899  -0.13
O -1.297263 -2.353231 -1.566178  -0.02
O -4.130429 3.058115 1.021499  0.01
O -1.697023 -2.350484 0.724567  0.01
H -2.837654 2.349490 -0.422584  0.09
H 2.412827 0.431671 0.901030  0.12
H 1.208130 1.651073 1.235803  0.05
H 0.361438 1.576632 -1.061202  0.13
H 2.191245 1.452702 -1.049623  0.12
H 0.735339 -1.027816 1.727567  0.10
H -0.604866 0.079370 1.536524  0.10
H 0.304417 -0.275681 -2.192316  0.11
H 1.850063 -0.949781 -1.449151  0.12
H -2.639993 -2.235990 0.411538  0.06
H -2.280056 -2.555355 -1.517319  0.09

Atomic forces in eV per Å
-0.591 -0.490 0.849
-4.053 -3.359 -2.397
0.132 -4.333 -0.592
0.115 2.703 -1.438
2.984 0.848 -0.366
0.106 -0.774 0.017
-0.782 -1.512 -0.901
1.203 0.642 0.798
-0.417 1.933 1.875
-0.549 -2.106 -0.652
0.140 0.144 0.261
0.293 1.302 -0.125
-0.474 -0.058 1.249
0.485 -0.581 -0.675
0.592 0.987 -0.846
0.945 1.427 -0.730
-1.006 0.149 0.354
-0.386 3.337 2.056
0.876 0.012 0.719
-0.929 -0.491 -0.536
0.041 -0.397 0.921
-1.032 0.527 0.562
0.348 -0.324 -0.649
-0.589 -0.217 -0.214
0.988 -0.023 0.415
1.559 0.655 0.043

Results
Charge ... -1
Highest occupied orbital energy ... -5.05 eV
E_LUMO ... 3.421 eV
Energy above the lowest of the compared OMol25 structures with the same formula, charge and spin ... 65.31 kJ/mol
Orbital gap ... 0.311 Eh

The following is a quantum chemistry calculation of 2 unconnected molecules or ions with the total composition C8H11N5O2 at a distorted geometry, from the Open Molecules 2025 dataset.

Last column: Mulliken spin population.
Positions of all 26 atoms, in Å:
C -0.580938 3.458596 0.782920  0.00
C -1.016187 2.203558 0.388271  0.44
C -0.079797 3.653774 2.050933  0.22
C -0.093247 1.369260 2.472349  0.22
C -0.722640 1.075334 1.242425  -0.09
C -0.597901 -0.639143 -0.711355  -0.01
C 2.408971 -2.987957 -0.822962  0.00
C -1.027479 -0.361390 0.809573  0.01
N 0.151708 2.615562 2.832463  1.01
N 3.255198 -2.001264 -0.632510  0.00
N -1.268667 -1.459412 -2.827903  0.00
N -1.543431 -1.253037 -1.430317  0.00
N 1.471304 -3.394581 -1.338789  0.00
O 0.503339 -0.384131 -1.161211  0.01
O 0.389033 -3.787278 -1.758285  0.00
H -0.601267 4.304261 0.135504  0.01
H -1.440795 2.067806 -0.601796  0.06
H 0.125592 4.659508 2.290240  0.06
H 0.132744 0.714099 3.306422  0.04
H -0.342835 -0.994998 1.373885  0.01
H -2.147144 -0.579551 0.814180  0.00
H 2.852762 -1.212366 -0.133649  0.00
H 4.148051 -2.307092 -0.231605  0.00
H -1.033665 -2.456340 -2.920454  0.00
H -0.565783 -0.738510 -2.940428  0.00
H -2.376926 -1.564710 -0.987902  0.00

Atomic forces in eV per Å
0.002 -0.531 1.042
0.008 -1.237 -0.390
-0.110 2.216 -1.565
-0.887 -2.415 -0.498
0.544 0.607 0.755
-0.361 -0.084 2.012
-0.406 -0.781 -0.506
-0.077 0.702 -1.683
-0.273 0.319 -0.334
2.432 1.055 1.225
-1.889 -0.211 1.531
0.734 0.264 -0.785
-1.900 -0.158 -0.435
0.453 0.452 0.079
0.233 -0.585 0.045
-0.247 0.528 -0.251
0.102 -0.165 0.184
0.595 0.770 0.815
-0.136 -0.864 -0.498
-0.720 -0.459 0.280
1.500 0.065 0.732
0.019 0.058 -0.257
-0.536 0.431 -0.165
0.898 0.989 -0.205
0.671 -0.862 -0.819
-0.650 -0.102 -0.310

Results
Multiplicity ... 3
Highest occupied orbital energy (alpha / beta) ... -5.33 / -8.65 eV
E_LUMO (alpha / beta) ... 0.473 / -2.721 eV
Orbital gap (alpha / beta) ... 0.213 / 0.218 Eh

The following is a quantum chemistry calculation of C8H11NO in the gas phase at a distorted geometry, from the Open Molecules 2025 dataset.

Last column: Löwdin charge in e.
Positions of all 21 atoms, in Å:
H 0.938956 -2.944064 -0.751858  0.07
N 1.644987 -2.215530 -0.508119  0.16
C 1.307361 -0.999882 -0.540141  -0.29
C 2.050453 0.219475 -0.051983  -0.21
C 3.186198 0.302511 0.622058  0.14
C 0.950497 1.113837 -0.256972  -0.33
O 0.719948 2.290754 -0.111302  0.12
C 0.119282 -0.069214 -0.904690  -0.11
C -1.329339 -0.243809 -0.291244  -0.35
C -1.313373 -0.207676 1.256334  -0.08
C -2.341193 0.881445 -0.608206  -0.08
H 3.448580 1.258585 1.197629  0.10
H 4.021662 -0.494921 0.684149  0.11
H -0.104115 -0.183963 -2.024021  0.17
H -1.832449 -1.233813 -0.725981  0.17
H -2.218702 -0.549087 1.709092  0.08
H -1.003426 0.672997 1.760783  0.08
H -0.665506 -0.895537 1.600543  0.03
H -1.751892 1.915686 -0.590048  0.13
H -3.042742 0.793851 0.123659  0.02
H -2.785181 0.588345 -1.589680  0.08

Atomic forces in eV per Å
0.381 1.191 -0.001
-0.330 -0.216 0.015
-0.440 0.525 -0.004
2.030 -2.079 1.179
2.547 0.872 1.283
-1.931 0.866 -2.029
0.313 -0.873 0.266
-2.569 -0.751 -0.734
-0.652 -0.716 0.630
-0.791 -0.390 -1.366
3.689 0.889 -3.495
-0.449 -1.338 -1.091
-1.937 1.084 -0.189
0.849 0.950 1.209
1.358 1.724 1.263
-1.074 0.122 -0.048
0.051 1.431 -0.228
2.678 -2.683 1.213
-1.694 -2.069 -0.185
-2.177 0.336 1.838
0.147 1.127 0.476

Results
Highest occupied orbital energy ... -9.44 eV
E_LUMO ... -0.742 eV
Energy above the lowest of the compared OMol25 structures with the same formula, charge and spin ... 369.15 kJ/mol
Orbital gap ... 0.320 Eh
SMILES ... [H]/N=C1/C(=C)C(=O)[C@@H]1C(C)C

The following is a quantum chemistry calculation of C8H11NO3 in the gas phase at a distorted geometry, from the Open Molecules 2025 dataset.

Last column: Löwdin charge in e.
Positions of all 23 atoms, in Å:
C -2.813943 0.498937 -0.834881  -0.07
O -2.111526 -0.571564 -0.234561  -0.11
C -0.829998 -0.741222 -0.638089  -0.17
C -0.186686 -1.902181 -0.437602  -0.06
C 1.230443 -2.105945 -0.601714  -0.08
C 2.166552 -1.339498 -0.008351  -0.09
C 1.778669 -0.294215 0.899206  -0.02
C 0.930621 0.723517 0.631881  -0.24
C 0.240623 1.513573 1.698519  -0.02
N 0.943955 1.360173 -0.649582  -0.40
O 1.718064 0.961307 -1.499256  0.09
O 0.219121 2.330824 -0.794593  0.07
H -3.824759 0.454660 -0.436737  0.09
H -2.844913 0.390620 -1.922666  0.10
H -2.361228 1.463845 -0.589182  0.08
H -0.474131 -0.009565 -1.340696  0.12
H -0.734338 -2.716933 0.018334  0.12
H 1.538330 -3.030620 -1.071175  0.11
H 3.200777 -1.651201 -0.015518  0.11
H 2.051710 -0.462627 1.936831  0.13
H 0.554087 1.172847 2.680797  0.09
H -0.834460 1.376003 1.611343  0.08
H 0.443023 2.579267 1.597698  0.09

Atomic forces in eV per Å
-0.104 0.255 -0.146
0.194 -0.335 0.277
-0.690 -0.899 -0.644
-0.456 0.209 -0.003
0.140 0.078 0.081
0.137 -0.169 -0.213
-0.386 0.555 -0.198
1.142 -0.102 1.931
0.020 0.170 -0.158
0.515 0.328 -0.823
-0.107 0.082 -0.220
-0.236 0.066 -0.078
0.012 0.056 -0.049
-0.025 -0.028 0.029
0.009 -0.057 0.008
0.061 0.127 0.033
-0.180 -0.107 -0.025
0.144 -0.078 0.000
0.095 -0.117 -0.044
-0.117 0.100 0.078
0.016 -0.115 0.032
-0.170 0.018 0.067
-0.015 -0.036 0.065

Results
Highest occupied orbital energy ... -8.56 eV
E_LUMO ... -0.533 eV
Energy above the lowest of the compared OMol25 structures with the same formula, charge and spin ... 552.61 kJ/mol
Orbital gap ... 0.295 Eh
SMILES ... CO/C=C/C=C\C=C(\C)[N+](=O)[O-]

The following is a quantum chemistry calculation of C8H11NO3 in the gas phase at a distorted geometry, from the Open Molecules 2025 dataset.

Last column: Löwdin charge in e.
Positions of all 23 atoms, in Å:
C 2.116929 -3.331633 0.660654  0.17
C 1.378047 -2.739961 -0.095740  -0.11
C 1.220134 0.548315 1.497219  -0.75
C -1.435305 0.304918 -0.062745  -0.10
C -1.535127 -0.890717 -1.017811  -0.16
C 0.501337 -2.069058 -0.909802  -0.16
C 0.970264 0.653002 -0.003400  0.07
C -0.559514 2.552389 0.276346  0.01
N -0.332167 1.246530 -0.385391  -0.15
O 0.209693 0.422902 2.208132  -0.05
O 2.411400 0.703011 1.773326  0.01
O -0.810344 -2.009187 -0.580008  -0.07
H 2.782474 -3.805568 1.317971  0.03
H -2.376073 0.856246 -0.087304  0.13
H -1.221184 -0.038256 0.964862  0.13
H -2.576644 -1.220426 -1.047625  0.13
H -1.221624 -0.603343 -2.035734  0.13
H 0.817609 -1.663751 -1.864141  0.12
H 1.789561 1.096301 -0.561768  0.12
H -1.472747 3.019959 -0.091554  0.10
H -0.633491 2.363180 1.348738  0.11
H 0.293774 3.204258 0.095339  0.11
H -0.317001 1.400886 -1.399564  0.18

Atomic forces in eV per Å
-0.413 0.400 -0.564
0.188 -0.454 0.521
0.265 -0.025 -0.381
-0.574 -0.917 0.116
-0.008 0.499 -0.076
0.034 1.147 -0.127
0.485 0.195 0.066
0.071 0.651 0.539
-0.040 -0.191 -0.495
-0.470 -0.119 0.558
0.235 -0.081 0.067
0.129 -0.542 0.176
0.369 -0.272 0.388
0.084 0.093 -0.051
-0.140 0.205 -0.288
0.130 0.133 -0.060
-0.127 -0.095 0.036
-0.161 -0.055 -0.065
-0.063 -0.230 -0.267
0.026 -0.156 -0.124
0.010 -0.055 -0.156
-0.002 -0.083 -0.089
-0.028 -0.047 0.274

Results
Highest occupied orbital energy (alpha / beta) ... -8.60 / -7.54 eV
E_LUMO (alpha / beta) ... -0.141 / -0.770 eV
Energy above the lowest of the compared OMol25 structures with the same formula, charge and spin ... 653.49 kJ/mol
Orbital gap (alpha / beta) ... 0.311 / 0.249 Eh

The following is a quantum chemistry calculation of a molecular structure, C8H11O at a distorted geometry, from the Open Molecules 2025 dataset.

Last column: Mulliken spin population.
Positions of all 20 atoms, in Å:
C -2.719349 0.372508 -0.271500  0.00
C -1.894222 0.346121 1.013895  0.03
C -0.374732 0.344430 0.795551  0.06
C 0.395820 -0.824892 0.820209  0.56
C 1.740292 -0.846505 0.397043  -0.04
C 2.337755 0.387591 0.082062  0.03
C 1.664201 1.616008 0.156300  -0.03
C 0.287071 1.574220 0.501803  0.04
H -3.793287 0.367396 -0.079906  0.00
H -2.456868 1.242621 -0.872481  0.00
H -2.473496 -0.481004 -0.895385  0.00
H -2.105129 1.242960 1.583456  0.00
H -2.150118 -0.513333 1.626416  0.00
H -0.034811 -1.819764 1.407738  0.05
H 2.278370 -1.809159 0.427331  0.01
H 3.396680 0.396966 -0.093741  0.00
H 2.179610 2.596271 0.076104  0.00
H -0.230256 2.502358 0.680176  0.00
O -0.628907 -2.076389 2.174411  0.28
H -0.368504 -2.610542 2.952410  0.00

Atomic forces in eV per Å
0.529 -0.029 -0.224
0.676 0.077 0.327
-0.034 0.244 -0.398
2.716 4.380 -3.193
-1.045 0.104 0.818
0.061 0.066 0.235
-1.207 -0.604 0.754
1.107 -1.097 0.067
0.097 0.051 0.081
-0.146 0.183 0.038
-0.069 -0.296 -0.046
-0.246 0.217 0.264
-0.096 0.034 -0.010
0.848 -1.641 -0.420
-0.031 0.802 -0.141
0.353 -0.062 -0.318
-0.343 -0.966 -0.157
-0.350 0.134 -0.262
-3.687 -1.995 3.549
0.865 0.398 -0.966

Results
Multiplicity ... 2
Highest occupied orbital energy (alpha / beta) ... -9.11 / -9.01 eV
E_LUMO (alpha / beta) ... 0.954 / -1.107 eV
Energy above the lowest of the compared OMol25 structures with the same formula, charge and spin ... 64.78 kJ/mol
Orbital gap (alpha / beta) ... 0.370 / 0.290 Eh